Computed, not measured: a structure of composition C40H41ClNOP2Pb in a non-equilibrium geometry, with the ωB97M-V functional and the def2-TZVPD basis.

Properties
Net charge = +3
Max |F| = 2.572 eV/Å
E_LUMO (spin up / spin down) = -11.752 / -12.674 eV
HOMO-LUMO gap (spin up / spin down) = 4.980 / 3.956 eV

Each line ends with the Mulliken charge.
Positions of all 87 atoms, in Å:
C 1.22014 -3.20926 -1.43579  0.09
C 1.83887 -4.44547 -1.18572  -0.31
H 1.01212 1.12366 -2.70651  -0.41
H 1.02288 5.15794 -1.13866  0.52
O -0.25581 0.04433 2.16465  0.17
C 1.20094 2.19032 -2.83282  0.07
H 0.45111 4.40944 4.30192  0.52
H 1.99041 5.95528 -3.25433  0.44
H 2.80787 3.27169 0.08582  0.48
H -1.16756 5.02118 -1.31595  0.36
C 3.12823 -4.19869 -3.22164  -0.65
H 3.83852 -4.60104 -3.93196  0.45
N -0.16176 0.16312 4.39754  0.24
H 2.09602 1.91632 -4.75286  0.47
H 2.84058 -3.53404 3.63388  0.52
H 3.98801 4.52101 1.86471  0.47
C 1.60409 -2.44157 -2.55763  -0.07
C 2.11161 3.99519 -4.16157  -0.66
H 1.19736 -0.59976 5.86544  0.31
C 2.55507 -2.94167 -3.43287  -0.64
C 0.52552 0.25547 5.69415  -0.86
H -1.02600 -5.42684 3.68571  0.46
H 1.10522 1.18649 5.79045  0.31
C -3.27803 4.99078 -0.82911  -0.70
H 2.82204 5.08823 3.99145  0.48
H 2.39548 -0.56796 3.76121  0.40
H -3.11413 -5.15294 -3.11883  0.46
C 2.76976 -4.93880 -2.08907  -0.68
C 2.29806 4.56205 3.20792  -0.57
H -5.16696 -4.41142 -1.90501  0.44
H 1.58174 -4.99561 -0.27814  0.50
C 1.78660 4.89631 -3.14194  -0.85
C -4.08177 2.99514 0.26213  -0.84
C -1.60832 0.08869 4.34092  -0.73
C 1.87128 -3.70662 3.18068  -0.70
C -1.98716 4.47169 -0.84952  -0.51
C 1.56394 -3.09366 1.97319  -0.30
C -4.19384 -4.02831 -1.62089  -0.65
C 2.94796 4.25294 2.00638  -0.83
C -1.78900 -3.99496 -1.91048  -0.62
C -2.83309 -2.66175 -0.15441  -0.25
H -2.00494 0.94320 3.77323  0.18
C 0.32449 -3.36251 1.35710  0.43
C 0.83586 3.10950 -1.82114  0.77
H -0.77333 -0.19221 -2.04115  0.32
C 0.25477 3.58576 2.33588  -0.43
C 1.95049 0.26994 3.20111  -0.91
C 1.19663 4.46194 -1.96101  -0.46
H 2.25439 1.21779 3.67368  0.41
H 1.21386 -5.06985 4.71760  0.47
P -0.01747 2.59776 -0.28713  1.41
C -1.67462 -3.14916 -0.79861  0.35
H 2.57485 4.33854 -5.07683  0.44
H 2.24956 0.24692 2.14274  -0.23
H -4.97259 -2.76949 -0.05578  0.47
C 0.45598 0.14807 3.20681  0.29
C -0.63497 -4.16128 2.01119  -0.70
H -1.61692 -4.29290 1.55942  0.44
H 2.84884 -2.34636 -4.29587  0.47
C 0.94892 -4.56281 3.80030  -0.64
C -4.07845 -3.11454 -0.56717  -0.74
H 3.20463 -5.91360 -1.90095  0.46
C -2.79478 2.47787 0.28876  0.01
H 2.26353 -2.40461 1.49087  0.58
C -4.33213 4.25911 -0.27626  -0.66
C 1.82937 2.63936 -3.98306  -0.69
Cl 2.75561 0.01912 -0.28837  -0.35
Pb 0.15131 -0.00726 -0.36031  0.48
H -2.60774 1.48898 0.71009  0.14
H -0.26023 0.24772 6.47658  0.34
C -3.04488 -4.45209 -2.29477  -0.66
H -0.78172 3.27248 2.47008  0.39
H -4.89889 2.41066 0.67576  0.45
H -5.33592 4.66935 -0.26066  0.43
C -1.73388 3.22302 -0.27166  0.68
H -1.91880 -0.84432 3.84957  0.21
H -1.82067 -0.07768 -0.44450  0.15
H 1.17706 -1.44876 -2.71371  0.07
C -0.29940 -4.76797 3.21390  -0.65
H -0.88913 -4.28650 -2.45712  0.44
H -3.44681 5.97336 -1.25218  0.46
P -0.02637 -2.62585 -0.25073  1.73
C 2.27285 3.60861 0.97881  -0.43
C 0.95750 4.19690 3.36606  -0.65
H -2.74530 -1.91768 0.64095  0.46
C 0.88999 3.36386 1.09510  0.53
H -1.98162 0.11631 5.37864  0.41